No. 1
Here is a molecular structure, C31H26BCrN10O2 from OMol25. Energies are from ωB97M-V/def2-TZVPD.

Atoms and positions in Å:
Cr 0.10 1.29 0.52
O 3.32 0.71 -0.24
O 2.23 -1.03 0.84
N -0.14 -0.76 4.76
N 1.07 3.23 0.76
N -1.72 2.34 0.49
N 0.34 0.86 -4.32
N 2.30 3.53 0.35
N -0.24 0.61 2.39
N -3.51 3.34 -0.36
N 0.11 1.35 -1.60
N -0.74 -0.42 0.11
N -2.86 -6.93 -1.40
C -0.58 -1.34 3.66
C 0.33 0.54 4.66
C 5.44 -0.62 -0.71
C -0.95 -0.77 -1.18
C -1.76 -6.41 -1.95
C -2.84 1.95 1.23
C 1.51 5.34 1.24
C -3.56 -6.25 -0.54
C 0.67 2.28 -2.41
C -2.17 3.17 -0.43
C -3.26 -4.92 -0.15
C 3.47 -1.46 0.46
C 5.36 -2.88 0.09
C 0.75 2.00 -3.75
C 0.34 1.20 3.50
C 4.16 -0.44 -0.19
C -1.44 -2.01 -1.46
C -4.35 4.20 -1.12
C -1.36 -5.13 -1.65
C -0.58 -0.66 2.46
C -0.91 -1.24 1.17
C 0.56 4.34 1.32
C 6.01 -1.90 -0.58
C -0.28 0.01 -3.49
C -2.12 -4.33 -0.73
C 4.08 -2.69 0.58
C -3.95 2.55 0.70
C -1.24 -2.60 0.87
C 2.56 4.81 0.55
C -0.43 0.25 -2.14
C -1.61 -2.94 -0.44
B 2.11 0.27 0.33
H 2.91 2.77 -0.07
H 3.53 -3.39 1.12
H -0.44 -4.71 -2.05
H -0.95 -2.36 3.70
H -2.69 1.22 1.99
H -4.99 2.49 0.96
H -1.31 -3.40 1.58
H 3.44 5.31 0.26
H 1.22 2.73 -4.47
H 5.72 -3.87 0.27
H -4.41 -6.82 -0.06
H -3.88 -4.29 0.52
H -5.38 3.90 -0.95
H 1.26 6.35 1.43
H -4.16 4.02 -2.22
H 5.99 0.21 -1.12
H -0.55 -0.93 -3.90
H -1.15 -7.05 -2.54
H -0.42 4.39 1.79
H 0.56 1.07 5.59
H -1.63 3.70 -1.17
H 7.04 -2.11 -0.92
H -1.46 -2.33 -2.49
H -4.22 5.25 -0.88
H 1.05 3.19 -1.95
H 0.70 2.22 3.37

Computed properties:
<S²> = 6.0766
Energy relative to the best compared isomer or geometry (same formula, charge and spin) = 105.2 kJ/mol
2S+1 = 5
Charge = +1
Highest occupied orbital energy (spin up / spin down) = -7.98 / -10.97 eV
Frontier orbital gap (spin up / spin down) = 4.49 / 7.37 eV

***

No. 2
Here is a single C5H6O molecule from OMol25. Energies are from ωB97M-V/def2-TZVPD.

Atoms and positions in Å:
O -1.88 -2.13 -0.22
C 0.93 0.76 0.43
C -1.59 0.01 0.61
C 1.31 0.52 -1.04
C -0.48 0.48 0.61
C -2.22 -1.29 0.59
H 2.35 0.81 -1.22
H 1.19 1.76 0.77
H 0.66 1.09 -1.70
H 1.46 0.04 1.08
H -2.93 -1.51 1.39
H 1.20 -0.54 -1.30

Computed properties:
Energy relative to the best compared isomer or geometry (same formula, charge and spin) = 219.8 kJ/mol
Charge = 0
Highest occupied orbital energy = -10.07 eV
Frontier orbital gap = 10.58 eV

***

No. 3
Here is a single C10H9N molecule from OMol25. Energies are from ωB97M-V/def2-TZVPD.

Atoms and positions in Å:
N 1.51 1.23 0.10
C 3.62 0.05 -0.05
C -3.49 0.19 0.14
C 2.91 -1.15 -0.01
C -4.13 -0.96 0.16
C 1.54 -1.15 -0.03
C -1.27 1.19 -0.02
C -0.59 -0.01 0.03
C 2.86 1.22 0.21
C -2.70 1.19 -0.21
C 0.85 0.07 -0.08
H 4.63 -0.03 -0.05
H -0.87 -1.05 -0.02
H -4.78 -1.21 0.88
H 1.11 -2.15 0.06
H 3.49 -2.14 0.02
H -0.90 2.18 -0.23
H -3.22 2.08 -0.72
H 3.43 2.05 0.41
H -4.00 -1.61 -0.60

Computed properties:
Energy relative to the best compared isomer or geometry (same formula, charge and spin) = 387.7 kJ/mol
Charge = 0
Highest occupied orbital energy = -8.02 eV
Frontier orbital gap = 8.01 eV

***

No. 4
Here is 2 unconnected molecules or ions with the total composition CH3N3O2 from OMol25. Energies are from ωB97M-V/def2-TZVPD.

Atoms and positions in Å:
O 0.33 1.02 -0.29
O -2.10 1.03 -2.08
N -1.47 0.11 -1.78
N -0.90 -0.79 -1.48
N 1.20 -0.57 1.02
C 0.34 0.41 0.75
H 1.86 -0.88 0.29
H -0.31 0.51 1.59
H 1.04 -0.83 1.98

Computed properties:
Energy relative to the best compared isomer or geometry (same formula, charge and spin) = 252.4 kJ/mol
Charge = 0
Highest occupied orbital energy = -10.24 eV
Frontier orbital gap = 11.14 eV

***

No. 5
Here is 2 unconnected molecules or ions with the total composition C4H11N2O from OMol25. Energies are from ωB97M-V/def2-TZVPD.

Atoms and positions in Å:
O 2.11 -1.30 1.83
N 0.24 -0.79 -0.15
N -2.74 1.02 -0.22
C 3.06 -0.57 1.25
C -0.82 1.59 -1.82
C -1.18 -0.18 0.12
C -1.77 0.53 -1.14
H 0.80 -0.88 0.75
H -1.43 2.49 -1.79
H -1.15 0.27 1.12
H 0.06 1.69 -1.16
H 3.53 -0.98 0.31
H -1.80 -1.08 0.27
H 0.12 -1.72 -0.52
H 3.90 -0.45 1.99
H 2.80 0.50 0.99
H -0.57 1.14 -2.80
H -2.04 -0.18 -1.94

Computed properties:
<S²> = 0.7585
Energy relative to the best compared isomer or geometry (same formula, charge and spin) = 289.2 kJ/mol
2S+1 = 2
Charge = -2
Highest occupied orbital energy (spin up / spin down) = 1.47 / 2.03 eV
Frontier orbital gap (spin up / spin down) = 5.73 / 5.17 eV

***

No. 6
Here is a molecular structure, C40H54AsBrN3O3S2Si3Sr from OMol25. Energies are from ωB97M-V/def2-TZVPD.

Atoms and positions in Å:
Sr 0.68 0.16 -0.02
Br 1.69 -8.03 -0.13
As -1.29 2.30 -0.07
S 4.20 0.19 -0.22
S 0.76 -0.14 3.54
Si -2.55 2.01 1.92
Si -2.76 1.90 -1.91
Si -1.15 4.68 -0.14
O 2.81 -0.19 0.18
O 0.77 0.12 -2.11
O 0.88 0.37 2.13
N -0.52 -1.74 -0.56
N -1.67 -4.13 -4.72
N -1.66 -5.33 -4.42
C -0.21 -3.90 4.52
C -0.88 -5.87 -3.37
C -1.10 -3.02 -2.55
C -1.87 -3.70 -0.36
C 0.66 -7.19 -1.48
C -2.80 5.57 0.02
C -1.68 2.05 -3.44
C -0.46 -1.91 -1.91
C 0.15 -1.02 -4.07
C -1.07 -3.12 -3.96
C 5.44 3.84 -1.34
C 1.03 -4.07 2.47
C -0.63 -7.63 -1.74
C -1.84 -3.89 -1.72
C 0.21 -0.89 -2.68
C 1.16 -2.69 2.43
C 3.55 -0.47 3.23
C -1.18 -2.61 0.17
C -1.39 -6.98 -2.69
C 4.18 0.73 2.52
C -0.07 -2.52 4.50
C 2.47 -0.10 4.24
C -2.74 0.14 2.18
C -4.24 3.06 -2.09
C -4.27 2.78 2.02
C 0.43 -5.46 -3.12
C -0.32 5.13 -1.79
C 4.36 4.67 -1.06
C 0.62 -1.93 3.45
C 5.36 2.49 -1.09
C 5.11 0.32 1.38
C 1.20 -6.12 -2.18
C 3.19 4.13 -0.54
C 3.10 2.77 -0.28
C -0.04 5.26 1.29
C 0.35 -4.67 3.51
C -3.46 0.15 -1.69
C 4.19 1.96 -0.55
C -0.51 -2.08 -4.69
C -1.47 2.68 3.33
H 0.44 4.40 -2.06
H -0.76 -4.38 5.32
H -3.36 -0.31 1.40
H -1.76 -0.35 2.16
H -0.42 2.70 3.02
H -4.71 3.29 -1.13
H 2.35 4.77 -0.33
H -3.33 5.25 0.92
H -1.53 3.09 -3.72
H 0.43 6.21 1.06
H -1.02 -8.49 -1.21
H 5.55 -0.66 1.56
H -2.43 -4.36 0.29
H -0.51 -1.91 5.28
H -4.24 3.79 2.42
H -4.99 2.57 -2.72
H 4.34 -1.03 3.75
H 3.39 1.38 2.14
H 4.42 5.73 -1.26
H -4.76 2.82 1.04
H -0.54 -2.15 -5.77
H 3.14 -1.14 2.47
H 6.20 1.83 -1.32
H -0.70 1.61 -3.26
H -3.45 5.37 -0.84
H -0.63 5.39 2.20
H 2.18 2.36 0.12
H -2.42 -4.69 -2.17
H 1.46 -4.67 1.68
H -1.75 3.69 3.62
H 6.35 4.26 -1.76
H 0.14 6.11 -1.75
H -2.80 -0.48 -1.09
H -1.06 5.15 -2.60
H 0.25 -5.75 3.53
H 0.84 -4.62 -3.67
H 2.22 -5.81 -1.99
H -4.43 0.18 -1.19
H 0.75 4.53 1.51
H -1.19 -2.43 1.24
H -3.20 -0.08 3.15
H 0.62 -0.25 -4.67
H -2.65 6.65 0.08
H 1.67 -2.22 1.59
H 5.91 1.04 1.21
H -2.12 1.53 -4.30
H 2.43 -0.79 5.08
H -3.59 -0.34 -2.65
H -3.97 4.00 -2.57
H -1.54 2.05 4.22
H -4.90 2.18 2.68
H 4.75 1.32 3.25
H 2.60 0.91 4.62
H -2.40 -7.31 -2.91

Computed properties:
Energy relative to the best compared isomer or geometry (same formula, charge and spin) = 226.0 kJ/mol
Charge = +1
Highest occupied orbital energy = -9.24 eV
Frontier orbital gap = 7.02 eV

***

No. 7
Here is a molecular structure, C4H6N2O from OMol25. Energies are from ωB97M-V/def2-TZVPD.

Atoms and positions in Å:
O -0.81 -2.02 0.91
N -0.46 -0.49 2.55
N 0.66 -1.25 -1.04
C 0.24 -0.08 -1.15
C 0.32 -0.01 0.29
C -0.40 -0.92 1.23
C 0.24 0.96 -2.18
H -0.73 1.44 -2.16
H -1.07 -1.09 3.10
H -0.46 0.49 2.79
H 0.47 0.50 -3.15
H 1.03 1.68 -1.92
H 0.95 0.79 0.72

Computed properties:
Energy relative to the best compared isomer or geometry (same formula, charge and spin) = 297.7 kJ/mol
Charge = 0
Highest occupied orbital energy = -9.07 eV
Frontier orbital gap = 9.39 eV

***

No. 8
Here is 8 unconnected molecules or ions with the total composition C17H53N13O8 from OMol25. Energies are from ωB97M-V/def2-TZVPD.

Atoms and positions in Å:
O -5.54 -3.25 3.70
O 2.93 1.22 -6.61
O -0.40 -0.40 -1.54
O -3.10 6.73 -1.54
O -2.40 -5.99 -3.45
O 0.72 -0.99 5.07
O 6.11 -0.76 -2.15
O -5.50 3.25 5.75
N -2.21 3.87 -3.87
N -4.28 -5.84 -4.53
N -5.20 -5.46 3.69
N -6.24 1.29 5.28
N -6.36 -4.52 2.15
N 1.33 -0.41 -6.97
N 2.82 0.02 -8.37
N 1.07 -0.15 0.04
N 6.49 2.11 -1.87
N -4.04 1.76 5.12
N -3.59 -4.12 -3.40
N -0.96 -0.85 0.54
N 1.50 -4.33 6.72
C -4.19 7.21 -0.96
C 0.87 -3.01 6.72
C 1.34 -2.21 5.47
C 7.63 1.31 -2.32
C -3.33 5.40 -2.21
C 7.45 -0.16 -1.97
C 9.10 1.86 -2.00
C 2.37 0.34 -7.24
C 6.14 -1.91 -2.99
C -1.68 6.18 -3.99
C -0.15 -0.37 -0.40
C -2.03 5.02 -3.05
C 1.48 0.16 5.35
C -5.74 -4.35 3.22
C -3.34 -5.35 -3.76
C 1.02 -2.28 8.05
C -5.29 2.16 5.40
H 9.29 1.84 -0.93
H -4.23 5.39 -2.82
H 5.12 -2.29 -3.06
H 3.68 0.47 -8.61
H -6.86 -3.67 1.93
H -6.60 -5.42 1.76
H -0.89 6.05 -4.73
H 8.24 -0.71 -2.46
H 0.99 -0.45 -6.02
H 1.09 0.99 4.76
H -4.47 6.65 -0.07
H -5.81 0.45 4.93
H -1.95 -0.83 0.38
H 0.97 -1.05 -7.67
H -2.25 3.13 -3.18
H 1.15 -2.89 4.64
H 2.43 -2.14 5.51
H -5.10 -5.30 -4.74
H 6.56 -1.64 -3.96
H -0.20 -3.17 6.64
H 1.77 -0.08 -0.68
H 7.42 1.35 -3.39
H 2.47 -4.30 6.98
H 1.21 -0.20 1.04
H 1.31 -4.92 5.93
H -3.40 2.53 5.01
H -5.58 -6.28 3.24
H -1.45 7.02 -3.33
H -2.86 -3.50 -3.06
H -4.45 -5.50 4.37
H -1.29 3.77 -4.26
H -5.01 7.40 -1.66
H 2.54 -0.86 -8.79
H 9.17 2.92 -2.26
H 0.61 -1.27 8.05
H -3.89 0.76 5.14
H 2.04 -2.03 8.33
H 0.70 -2.85 8.91
H 9.91 1.20 -2.32
H 7.68 -0.28 -0.91
H -3.49 4.72 -1.37
H -1.28 4.77 -2.30
H -4.16 -6.84 -4.67
H -0.68 -0.81 1.51
H -3.96 8.22 -0.62
H 6.83 -2.64 -2.58
H 1.69 0.41 6.39
H 2.43 0.03 4.83
H -7.23 1.30 5.48
H -4.55 -3.88 -3.60
H -2.64 6.42 -4.45
H 5.54 1.81 -2.04
H 6.60 3.02 -2.31

Computed properties:
Energy relative to the best compared isomer or geometry (same formula, charge and spin) = 643.1 kJ/mol
Charge = 0
Highest occupied orbital energy = -8.54 eV
Frontier orbital gap = 8.68 eV

***

No. 9
Here is a molecular structure, C27H44BrHgNP2S from OMol25. Energies are from ωB97M-V/def2-TZVPD.

Atoms and positions in Å:
Hg -0.69 -0.67 1.58
Br -3.09 -0.95 2.24
S 0.04 -0.71 4.74
P -2.05 -2.11 -0.93
P 1.53 -0.67 0.60
N 4.22 4.42 -2.57
C 2.41 -2.27 0.68
C -2.66 1.29 1.81
C -2.85 -0.67 -1.77
C 1.62 4.35 -1.59
C 4.00 4.68 -1.29
C -0.85 3.90 -0.69
C -1.26 -4.12 -2.81
C -1.36 -1.81 5.08
C -1.65 3.25 0.28
C -0.83 -2.84 -2.08
C 3.22 4.06 -3.38
C 0.26 4.20 -1.14
C -4.57 -3.46 -1.37
C -3.49 1.82 0.86
C 2.50 0.49 1.63
C -3.01 2.94 0.16
C 4.01 0.26 1.65
C 1.65 0.04 -1.09
C -0.92 2.81 1.40
C -3.30 -3.40 -0.53
C -3.18 -0.76 -3.26
C 3.62 -2.44 -0.24
C 2.71 4.67 -0.74
C -1.53 1.91 2.30
C 1.90 4.03 -2.93
C 3.02 0.52 -1.58
C -0.51 0.74 5.68
H -2.11 -3.94 -3.48
H -1.35 -2.07 6.15
H -1.20 -2.72 4.48
H -5.21 -4.24 -0.93
H 4.85 4.91 -0.64
H 2.92 0.82 -2.63
H -3.55 -3.24 0.53
H 1.67 -3.07 0.51
H 2.28 1.48 1.21
H -3.61 0.21 -3.54
H -3.93 -1.53 -3.47
H -1.52 -4.92 -2.10
H 4.28 -0.73 2.03
H -3.65 3.49 -0.53
H 3.42 3.79 -4.42
H -2.30 -1.34 4.75
H 2.73 -2.36 1.73
H 0.07 -3.03 -1.47
H 2.07 0.45 2.64
H 0.16 3.03 1.48
H 3.37 1.40 -1.02
H 1.27 -0.74 -1.77
H -1.60 0.85 5.66
H 1.08 3.74 -3.58
H -2.76 -4.35 -0.59
H 3.36 -2.37 -1.31
H -3.76 -0.47 -1.18
H 4.05 -3.43 -0.07
H 2.54 4.87 0.31
H 4.41 -1.71 -0.02
H -0.12 0.64 6.70
H -4.37 -3.77 -2.40
H 0.93 0.87 -1.12
H -0.58 -2.05 -2.80
H 4.46 1.01 2.30
H -4.47 1.38 0.63
H -5.11 -2.51 -1.38
H 3.79 -0.26 -1.55
H -1.00 1.63 3.21
H -2.16 0.18 -1.59
H -0.41 -4.45 -3.41
H -2.29 -0.92 -3.88
H 4.46 0.38 0.66
H -0.06 1.63 5.22

Computed properties:
Energy relative to the best compared isomer or geometry (same formula, charge and spin) = 258.2 kJ/mol
Charge = +2
Highest occupied orbital energy = -13.36 eV
Frontier orbital gap = 5.97 eV

***

No. 10
Here is a molecular structure, CH8BMnNPS from OMol25. Energies are from ωB97M-V/def2-TZVPD.

Atoms and positions in Å:
Mn -0.66 2.96 -1.22
S -2.18 -0.28 -1.80
P -1.72 -0.72 0.07
N 1.98 -0.62 0.63
C 1.00 0.15 -0.22
B -0.38 0.61 0.58
H -0.80 1.64 0.12
H 1.74 -1.65 0.68
H -0.25 0.65 1.75
H 2.89 -0.62 0.07
H -2.86 -0.72 0.95
H 1.54 1.13 -0.57
H -0.99 -1.99 0.05
H 0.68 -0.54 -1.12

Computed properties:
<S²> = 8.7583
2S+1 = 6
Charge = +1
Highest occupied orbital energy (spin up / spin down) = -12.06 / -12.04 eV
Frontier orbital gap (spin up / spin down) = 4.17 / 4.39 eV

***

No. 11
Here is a single C4H6 molecule from OMol25. Energies are from ωB97M-V/def2-TZVPD.

Atoms and positions in Å:
C -0.36 0.48 -0.43
C 0.37 -0.48 0.39
C -0.16 1.80 -0.36
C 0.14 -1.80 0.39
H -0.65 -2.22 -0.27
H -0.68 2.54 -0.94
H 0.76 -2.48 0.95
H 1.14 -0.11 1.08
H -1.07 0.08 -1.15
H 0.55 2.19 0.37

Computed properties:
Energy relative to the best compared isomer or geometry (same formula, charge and spin) = 4.4 kJ/mol
Charge = 0
Highest occupied orbital energy = -8.93 eV
Frontier orbital gap = 10.03 eV

***

No. 12
Here is a molecular structure, C6H8Ca2ClO10 from OMol25. Energies are from ωB97M-V/def2-TZVPD.

Atoms and positions in Å:
Ca -2.66 13.31 -2.25
Ca 7.73 18.02 -0.23
Cl 3.69 15.54 -1.59
O 5.84 8.17 -5.39
O 10.90 14.77 -6.27
O 12.52 15.82 -5.13
O 3.98 15.63 -0.15
O 6.93 8.19 -7.24
O 10.22 16.14 -4.58
O 7.16 6.38 -6.08
O 3.98 16.90 -2.04
O 4.74 14.68 -2.14
O 2.35 15.29 -1.80
C 12.19 14.19 -6.64
C 5.71 9.51 -5.94
C 6.01 9.26 -7.38
C 6.62 7.48 -6.25
C 11.10 15.66 -5.33
C 13.14 15.22 -6.19
H 5.20 8.83 -7.96
H 12.32 13.20 -6.22
H 4.70 9.90 -5.90
H 6.31 10.18 -7.88
H 12.13 14.30 -7.73
H 13.88 14.75 -5.54
H 6.33 10.26 -5.45
H 13.58 15.94 -6.88

Computed properties:
Charge = +3
Highest occupied orbital energy = -14.06 eV
Frontier orbital gap = 1.08 eV